# C2H3ClFI

C2H3ClFI as an isolated structure at a distorted geometry (ωB97M-V/def2-TZVPD, the OMol25 dataset).

```
! RIJCOSX wB97M-V def2-TZVPD def2/J DEFGRID3
* xyz 0 1
C 0.151 0.098 -0.083
C 1.456 0.719 -0.286
F 1.566 1.069 -1.865
Cl 1.772 2.263 0.585
I 3.232 -0.448 0.061
H -0.205 -0.085 0.977
H -0.836 0.592 -0.326
H 0.008 -0.934 -0.451
*
```

For the energy above the lowest of the compared OMol25 structures with the same formula, charge and spin, the calculation gives 17.8 kcal per mole. The LUMO energy is -0.17 eV.